Entry 1:
73
Properties=species:S:1:pos:R:3:forces:R:3 method="wB97M-V/def2-TZVPD" total_charge=-1 lumo_ev="2.35 / 2.33" s2=0.7613 gap_ev="5.31 / 7.41" multiplicity=2 total_energy_ev=-117362.5053 relative_energy_kj_mol=224.8
Sc -0.313 0.426 -0.420 -0.4232 -0.2861 0.1032
O -2.557 1.155 3.169 -0.0294 0.0066 -0.0183
C -2.078 0.728 2.117 0.0285 -0.0260 0.0205
N -1.374 1.362 1.186 0.1383 0.0594 0.0274
C -0.838 2.670 1.504 -0.0326 0.0819 -0.0774
C 0.661 2.533 1.627 0.0040 -0.0007 0.0286
C 1.448 3.376 2.396 -0.0025 -0.0086 0.0136
C 2.817 3.188 2.413 0.0019 -0.0029 0.0091
C 3.375 2.166 1.658 0.0031 -0.0078 0.0078
C 2.532 1.371 0.911 0.0036 0.0280 -0.0214
N 1.206 1.542 0.903 0.0482 0.1164 -0.1060
C -2.225 -0.742 1.781 0.1049 0.0330 0.0831
C -3.289 -1.492 2.254 0.0237 -0.0135 0.0432
C -3.355 -2.831 1.918 -0.0014 -0.0072 0.0053
C -2.348 -3.382 1.137 0.0112 -0.0033 0.0150
C -1.319 -2.566 0.713 0.1191 -0.0028 0.0456
N -1.248 -1.269 1.032 -0.2100 -0.0265 -0.1818
H -1.296 3.093 2.399 0.1191 -0.0450 0.0852
H -1.021 3.360 0.670 -0.0742 -0.0087 0.0134
H 0.981 4.167 2.966 0.0002 -0.0005 -0.0007
H 3.449 3.837 3.005 0.0005 0.0000 0.0004
H 4.441 1.993 1.636 -0.0008 0.0014 -0.0004
H 2.912 0.567 0.293 0.0079 0.0044 -0.0039
H -4.029 -1.002 2.871 -0.0018 0.0044 -0.0037
H -4.181 -3.442 2.257 0.0005 -0.0010 0.0024
H -2.362 -4.424 0.849 0.0033 -0.0007 0.0005
H -0.518 -2.942 0.087 -0.0155 0.0170 -0.0276
O -1.954 0.942 -3.055 -0.0600 -0.0299 0.0040
S -1.853 -0.678 -2.996 0.2084 -0.1160 -0.0783
O -3.136 -1.137 -3.423 -0.0232 0.0409 -0.0142
O -1.463 -0.949 -1.602 -0.2368 -0.0248 -0.0435
C -0.624 -1.257 -3.992 0.0482 0.0474 0.0201
C -1.036 -1.800 -5.240 0.0111 0.0292 0.0050
C -0.158 -2.404 -6.087 -0.0007 -0.0059 -0.0079
C 1.222 -2.500 -5.740 0.0165 -0.0139 -0.0198
C 1.664 -1.956 -4.562 -0.0482 0.0280 0.0230
C 0.801 -1.309 -3.660 0.0312 -0.0937 -0.0275
S 1.566 -0.540 -2.321 -0.2920 0.4652 -0.0520
O 0.884 0.807 -2.209 0.2585 -0.2394 0.0517
O 2.977 -0.457 -2.569 0.1535 -0.0928 0.0883
O 1.233 -1.151 -0.994 -0.0790 -0.0680 0.0715
H -2.087 -1.745 -5.488 -0.0016 0.0002 -0.0056
H -0.515 -2.820 -7.020 -0.0065 0.0056 0.0012
H 1.925 -2.982 -6.406 -0.0012 -0.0005 0.0020
H 2.715 -1.989 -4.310 0.0039 -0.0028 -0.0014
S 2.241 4.715 -0.851 0.0812 0.0403 -0.0520
C 2.535 4.367 -2.464 -0.1413 0.0134 0.0871
N 2.087 3.196 -3.005 -0.0965 0.0677 0.0086
C 2.264 2.809 -4.283 0.0391 -0.0672 -0.1138
C 2.931 3.605 -5.161 0.0002 0.0230 0.0238
C 3.412 4.843 -4.680 0.0037 0.0137 0.0033
C 3.222 5.215 -3.382 0.0346 -0.0399 -0.0193
H 1.549 2.568 -2.407 0.1219 0.0107 -0.0046
H 1.850 1.843 -4.539 -0.0224 0.0199 0.0439
H 3.074 3.294 -6.184 -0.0043 -0.0068 0.0028
H 3.937 5.509 -5.354 0.0025 0.0050 0.0082
H 3.582 6.160 -3.003 0.0051 -0.0015 0.0014
S -1.722 3.271 -2.041 -0.0168 0.0002 0.0354
C -1.559 1.657 -1.916 0.1631 0.0274 -0.0893
N 1.893 -1.925 1.824 0.0668 0.0406 -0.0336
C 2.522 -2.763 2.718 -0.0205 -0.0321 -0.0016
C 2.005 -2.956 4.004 0.0038 0.0055 -0.0043
C 2.664 -3.766 4.913 0.0027 -0.0014 -0.0022
C 3.850 -4.403 4.573 -0.0011 -0.0002 0.0031
C 4.367 -4.214 3.297 -0.0008 -0.0011 0.0034
C 3.717 -3.407 2.378 -0.0020 0.0004 0.0021
H 2.116 -2.008 0.843 -0.0249 0.0170 -0.0144
H 0.925 -1.707 1.991 -0.0021 0.0265 0.0316
H 1.083 -2.458 4.282 0.0004 -0.0020 0.0032
H 2.244 -3.899 5.903 -0.0010 -0.0001 -0.0003
H 4.362 -5.034 5.287 0.0001 -0.0001 -0.0010
H 5.290 -4.702 3.010 -0.0007 0.0014 -0.0018
H 4.130 -3.265 1.386 0.0008 -0.0003 0.0006

Entry 2:
66
Properties=species:S:1:pos:R:3:forces:R:3 method="wB97M-V/def2-TZVPD" smiles="O=C1C=CC(=O)C=C1.O=C1C=CC(=O)C=C1.Oc1ccc(O)cc1.Oc1ccc(O)cc1.Oc1ccc(O)cc1" lumo_ev=-1.95 gap_ev=6.25 total_energy_ev=-52002.6088
C 5.238 1.617 5.001 0.6149 -0.0414 -0.4788
C 4.243 0.759 5.301 -3.7063 0.3517 0.9186
C 2.882 1.265 5.317 1.1548 -1.3993 -0.2231
C 2.659 2.551 4.907 -1.7812 0.1767 0.6149
C 3.706 3.379 4.533 -0.6095 0.6866 -0.5524
C 4.960 2.883 4.516 2.4436 0.7646 -0.2916
O 6.013 3.762 4.168 -0.9033 0.3329 0.5214
O 1.893 0.380 5.730 1.7627 -0.0764 -0.2506
H 6.251 1.340 5.152 0.8048 -0.3150 -0.1419
H 4.297 -0.238 5.685 0.7274 -0.4361 0.0722
H 1.611 2.905 4.971 0.7606 0.0883 -0.1738
H 3.563 4.411 4.236 -0.1813 -0.0872 -0.0246
H 6.740 3.449 3.621 -0.4809 -0.7395 0.1373
H 1.020 0.748 5.756 -0.7215 0.6911 -0.1720
C 1.477 2.405 -2.458 0.0554 0.5441 -0.3544
C 1.363 1.160 -1.918 -0.6204 -1.6289 0.4306
C 2.106 0.057 -2.401 0.7900 2.6473 -0.5947
C 2.990 0.309 -3.459 -0.3847 -0.2089 0.3921
C 3.088 1.589 -4.005 -0.3369 -0.5831 -1.2167
C 2.311 2.618 -3.535 0.6032 0.8925 0.5315
O 2.528 3.925 -3.967 -0.4293 -0.3359 0.4166
O 2.137 -1.126 -1.804 -1.6243 -1.0681 1.3365
H 0.936 3.223 -2.031 -0.3126 0.3727 0.0475
H 0.607 1.012 -1.141 0.4173 -0.0377 -0.2016
H 3.584 -0.540 -3.768 0.1372 0.1667 -0.3637
H 3.601 1.815 -4.946 0.4790 -0.4233 0.5731
H 2.441 3.960 -4.915 0.0390 0.0634 -0.5250
H 1.362 -1.134 -1.169 0.9694 -0.2949 -0.6782
C -4.578 2.093 -1.689 -0.1120 0.2154 -0.3113
C -3.734 2.775 -2.582 -0.1494 0.6255 -0.1634
C -2.573 2.142 -3.036 0.2043 1.1524 0.0782
C -2.298 0.827 -2.703 -0.4901 -0.2613 0.1837
C -3.144 0.144 -1.823 -1.1840 0.2043 -0.1466
C -4.313 0.769 -1.318 0.6692 0.0500 0.5371
O -5.133 0.147 -0.326 0.6047 -0.1438 -1.6828
O -1.651 2.908 -3.743 0.3659 -1.8440 -0.3787
H -5.458 2.617 -1.299 0.3024 -0.3955 -0.1136
H -3.958 3.826 -2.960 0.3226 -1.5518 0.7978
H -1.444 0.371 -3.197 0.0015 -0.2557 0.4106
H -3.009 -0.908 -1.591 0.3175 0.1034 0.0653
H -5.366 -0.743 -0.667 0.2415 0.7475 0.4172
H -0.939 2.264 -4.032 -0.9564 1.2951 0.4269
C -1.859 -0.840 2.973 -0.4180 0.9649 -0.6323
C -1.699 -1.209 1.684 0.1813 0.5109 0.5931
C -0.591 -0.604 0.880 0.3448 -1.5052 -0.0021
O -0.312 -1.142 -0.186 -0.1025 0.4234 -0.0454
C 0.309 0.394 1.483 -0.0530 -0.2127 -2.3058
C 0.104 0.763 2.710 -0.8522 0.6175 0.7139
C -1.017 0.287 3.561 1.2933 -2.2254 -2.0506
O -0.984 0.610 4.706 -1.0243 0.4915 1.9482
H -2.646 -1.225 3.609 0.0998 -0.2191 0.0290
H -2.235 -2.006 1.143 0.0658 0.4395 0.5773
H 1.092 0.792 0.822 -0.1940 -0.2939 0.6136
H 0.734 1.462 3.173 0.8268 0.8619 0.6839
C -3.738 -5.633 -1.497 -0.9820 0.8356 0.7052
C -3.230 -6.518 -2.358 -1.7146 -0.2857 0.4622
C -1.889 -6.388 -2.817 2.9116 -0.6260 -1.4201
O -1.359 -7.142 -3.644 -1.1095 0.7921 1.1229
C -1.079 -5.259 -2.302 0.3338 1.1070 0.4650
C -1.595 -4.282 -1.534 -0.2336 -0.4380 -0.5573
C -2.951 -4.432 -0.962 0.0793 -1.1583 -0.2011
O -3.353 -3.728 -0.054 -0.1687 -0.2566 -0.6287
H -4.782 -5.671 -1.115 0.8539 -0.1817 -0.3494
H -3.777 -7.371 -2.764 -0.0426 0.3057 0.2590
H -0.037 -5.224 -2.631 -0.4368 -0.0043 -0.0771
H -1.115 -3.349 -1.293 0.5364 0.0125 0.2267

Entry 3:
66
Properties=species:S:1:pos:R:3:forces:R:3 method="wB97M-V/def2-TZVPD" lumo_ev=-0.38 gap_ev=7.59 total_energy_ev=-57092.2349 relative_energy_kj_mol=74.1
C -2.418 -3.289 0.278 0.1833 -0.1990 0.0557
H -2.102 -3.351 1.324 -0.0042 0.0074 -0.0247
O -3.393 -2.288 0.094 -0.1842 0.4258 -0.0203
C -3.052 -0.998 0.376 -0.3160 0.0172 -0.1021
C -1.821 -0.577 0.833 -0.0262 -0.0364 -0.0308
C -1.583 0.774 1.120 -0.6242 -0.0659 -0.1935
C -2.622 1.688 0.948 0.3653 -0.1978 0.0854
C -3.855 1.281 0.475 -0.2930 -0.2431 -0.1287
C -4.083 -0.053 0.181 0.2391 -0.2052 0.0570
O -5.245 -0.568 -0.313 0.2730 0.1399 -0.0328
C -6.483 0.082 -0.075 -0.5909 0.1706 -0.0331
C -6.951 0.893 -1.282 0.1875 -0.1631 0.2525
H -6.298 1.746 -1.453 0.0494 0.0615 -0.0139
H -6.943 0.264 -2.169 -0.0142 -0.0405 -0.0807
H -7.964 1.241 -1.102 -0.0557 0.0382 0.0043
H -6.422 0.722 0.815 0.0303 -0.1790 -0.0820
C -7.519 -1.027 0.231 0.4739 0.5927 -0.0305
O -8.669 -0.776 0.447 -0.0555 -0.0278 -0.0065
O -7.023 -2.255 0.235 0.1332 -0.6241 -0.0004
H -6.065 -2.228 0.027 -0.2890 0.1557 0.0860
H -4.637 2.010 0.331 -0.1003 0.0498 -0.0404
H -2.453 2.731 1.167 0.0394 0.1210 0.0314
C -0.306 1.262 1.569 1.0252 0.0105 0.2070
C 0.901 0.665 1.557 -0.8180 0.0756 -0.1241
C 2.102 1.431 1.929 -0.0886 0.4150 0.4945
O 2.102 2.515 2.464 0.0318 -0.0571 -0.0274
N 3.249 0.752 1.573 0.2645 0.2922 0.3228
C 3.106 -0.504 1.064 -0.8312 -0.6252 -0.0700
N 4.083 -1.196 0.691 0.5715 0.7524 0.3143
C 4.053 -2.489 0.210 -0.1626 -0.4950 -0.2238
C 3.267 -3.495 0.773 0.0520 0.1525 -0.0029
C 3.332 -4.782 0.274 -0.0352 -0.1242 -0.0670
C 4.169 -5.082 -0.787 -0.0109 -0.1308 -0.0236
C 4.961 -4.089 -1.342 -0.0002 -0.0561 -0.0728
C 4.914 -2.803 -0.843 -0.1589 0.0147 0.0355
H 5.530 -2.022 -1.264 0.0917 0.0857 0.0176
H 5.623 -4.320 -2.164 0.0508 -0.0196 -0.0613
H 4.213 -6.089 -1.175 0.0101 -0.0819 -0.0222
H 2.724 -5.556 0.719 -0.0372 -0.0685 0.0377
H 2.630 -3.268 1.615 -0.0237 0.0006 0.0954
S 1.352 -0.926 0.994 0.2989 -0.2322 -0.0854
C 4.480 1.487 1.373 0.3100 0.1641 0.0430
H 4.340 2.435 1.898 0.0724 -0.1655 -0.0197
H 5.307 0.933 1.819 -0.0586 0.0975 0.0074
C 4.734 1.718 -0.138 -0.1401 -0.1116 -0.0677
C 3.448 1.715 -0.900 0.2386 -0.1717 -0.2489
C 2.993 0.707 -1.699 0.3167 0.1921 0.0494
N 1.709 0.960 -2.101 -0.1892 -0.1977 -0.2652
C 1.299 2.141 -1.550 0.0864 0.4051 0.2849
C 0.073 2.790 -1.624 -0.1072 0.0052 -0.0837
C -0.057 3.978 -0.940 -0.1336 -0.0913 -0.1065
C 1.007 4.518 -0.211 0.1002 0.1976 0.1544
C 2.221 3.878 -0.131 -0.0647 0.0019 -0.1234
C 2.377 2.659 -0.792 -0.3131 -0.0799 -0.3709
H 3.031 4.301 0.442 0.0678 0.0448 0.1069
H 0.864 5.457 0.304 -0.0027 0.0842 0.0527
H -0.998 4.509 -0.971 -0.0864 0.0439 -0.0201
H -0.745 2.371 -2.191 -0.1114 -0.0158 -0.0483
H 1.156 0.367 -2.694 0.0573 0.0529 0.0828
H 3.498 -0.187 -2.015 0.0813 -0.1822 -0.0103
H 5.365 0.917 -0.522 0.0613 0.0965 0.0105
H 5.258 2.667 -0.262 0.0896 -0.0199 0.0022
H -0.287 2.286 1.923 0.0695 0.0612 0.0242
H -1.035 -1.294 1.001 -0.0684 -0.1660 0.0106
H -2.900 -4.221 -0.011 0.0933 0.0369 0.0329
H -1.543 -3.119 -0.355 -0.0201 0.0114 0.0069

Entry 4:
69
Properties=species:S:1:pos:R:3:forces:R:3 method="wB97M-V/def2-TZVPD" total_charge=+1 lumo_ev="-3.52 / -3.37" s2=1.1641 gap_ev="6.41 / 6.51" multiplicity=2 total_energy_ev=-51799.5302
Tc 1.430 -1.006 -0.173 0.3229 -0.1723 -0.2231
C -0.770 0.404 2.884 0.1975 0.0264 0.1510
C -0.113 -0.408 1.806 -0.1146 -0.2351 -0.1550
N 1.367 -0.264 1.572 -0.5334 0.4794 0.0729
N 2.001 0.822 1.931 0.2994 -0.1133 -0.0284
C 2.854 1.143 0.939 -0.1123 0.1776 0.2870
O 2.780 0.524 -0.184 0.1535 -0.1795 -0.1543
C 3.821 2.234 1.121 -0.1108 -0.1064 -0.0424
C 3.728 3.084 2.220 0.0360 0.0164 0.0666
C 4.647 4.108 2.374 -0.0261 -0.0187 0.0039
C 5.662 4.279 1.441 0.0116 -0.0058 -0.0040
C 5.759 3.426 0.349 -0.0159 -0.0108 0.0006
C 4.838 2.406 0.185 0.0266 0.0565 -0.0392
C -0.386 -1.905 1.793 0.0909 0.1472 -0.0581
C -1.223 -2.593 2.642 0.0011 0.0009 0.0235
C -1.467 -3.938 2.391 -0.0068 0.0014 0.0255
C -0.855 -4.555 1.313 0.0168 -0.0148 -0.0277
C -0.008 -3.808 0.515 0.0388 -0.0241 0.0714
N 0.215 -2.513 0.740 0.1268 0.0110 0.1369
H -0.459 1.443 2.793 -0.0177 0.0032 -0.0047
H -0.507 0.056 3.885 -0.0075 -0.0080 -0.0219
H -1.851 0.351 2.753 -0.0089 0.0130 -0.0050
H 2.938 2.935 2.943 0.0044 0.0053 -0.0125
H 4.573 4.774 3.223 0.0027 -0.0035 -0.0009
H 6.381 5.077 1.567 -0.0074 -0.0029 -0.0005
H 6.555 3.557 -0.372 -0.0036 0.0034 0.0042
H 4.901 1.737 -0.662 -0.0020 0.0029 0.0094
H -1.685 -2.085 3.476 -0.0051 -0.0121 -0.0088
H -2.130 -4.498 3.037 0.0091 0.0080 -0.0083
H -1.023 -5.599 1.090 -0.0011 0.0077 0.0058
H 0.513 -4.249 -0.326 -0.0085 0.0071 -0.0001
N 1.269 -1.374 -2.399 -0.0547 0.2089 0.0411
N 2.273 -2.219 -2.904 0.0308 -0.1103 0.0294
C 3.309 -2.605 -2.104 -0.2490 0.1705 0.0626
N 4.290 -3.279 -2.683 0.0138 0.0331 -0.0195
N 3.163 -2.278 -0.824 0.2449 -0.2448 0.1245
N 4.181 -2.606 0.089 -0.1510 0.0039 -0.1113
O 5.225 -3.104 -0.309 -0.0868 0.0230 0.0948
O 3.928 -2.337 1.232 0.0291 -0.0184 -0.0942
H 0.360 -1.750 -2.645 -0.0351 0.0066 -0.0440
H 1.359 -0.442 -2.800 -0.0501 0.0234 -0.0626
H 2.355 -2.307 -3.904 0.0311 0.0349 -0.0440
H 4.275 -3.481 -3.667 -0.0026 0.0090 -0.0093
H 5.086 -3.524 -2.113 0.0430 -0.0461 0.0269
C -0.387 -0.069 0.328 -0.3275 -0.1784 -0.0434
C -1.508 0.372 -0.139 0.3550 0.0260 0.0681
C -2.678 0.764 -0.592 -0.2701 0.0352 -0.1639
C -3.685 -0.298 -0.910 0.0848 0.1490 0.0707
C -5.031 -0.124 -0.594 -0.0371 -0.0021 -0.0085
C -5.948 -1.140 -0.824 0.0193 0.0146 -0.0010
C -5.536 -2.346 -1.374 0.0116 0.0165 -0.0037
C -4.197 -2.529 -1.692 0.0056 0.0108 -0.0043
C -3.284 -1.512 -1.462 0.0113 -0.0327 -0.0140
C -3.006 2.209 -0.769 0.0397 -0.1966 0.0282
C -2.385 3.177 0.019 0.0266 0.0205 0.0429
C -2.658 4.522 -0.165 -0.0115 -0.0060 -0.0108
C -3.560 4.923 -1.141 0.0213 0.0053 0.0196
C -4.181 3.969 -1.933 0.0002 -0.0512 -0.0040
C -3.906 2.620 -1.748 -0.0202 0.0481 -0.0536
H -5.360 0.811 -0.158 -0.0001 0.0002 -0.0016
H -6.988 -0.988 -0.569 0.0041 -0.0038 -0.0015
H -6.254 -3.134 -1.559 0.0020 0.0004 0.0058
H -3.868 -3.464 -2.129 -0.0046 0.0044 0.0024
H -2.236 -1.652 -1.708 -0.0067 -0.0076 0.0060
H -1.684 2.865 0.785 -0.0132 0.0017 -0.0012
H -2.170 5.260 0.459 -0.0027 0.0004 0.0015
H -3.780 5.973 -1.282 0.0023 -0.0010 -0.0011
H -4.881 4.272 -2.701 0.0000 -0.0012 0.0024
H -4.389 1.884 -2.378 -0.0101 -0.0060 0.0067